Version 1
This record from the OMol25 dataset describes the molecule C3H4O2S. The level of theory is ωB97M-V/def2-TZVPD.

Last column: Löwdin charge in e.
Atoms and positions in Å:
C -0.26 -0.66 -0.83  -0.076
C 0.13 0.03 0.39  -0.128
C 0.19 0.31 1.57  -0.117
S -0.25 0.74 3.26  0.661
O 0.48 -0.11 4.18  -0.371
O -1.69 0.92 3.29  -0.343
H -1.18 -1.16 -0.38  0.125
H -0.37 -0.15 -1.77  0.082
H 0.50 -1.39 -0.91  0.067
H 0.52 1.96 3.30  0.100

Summary:
SMILES string: CC#C[SH](=O)=O


Version 2
This record from the OMol25 dataset describes a cluster of 2 separate species, C3H4O2S in total. The level of theory is ωB97M-V/def2-TZVPD.

Last column: Löwdin charge in e.
Atoms and positions in Å:
C 0.95 -0.82 -0.42  -0.014
C 1.91 -0.26 0.22  -0.252
O 2.96 0.15 0.46  0.189
H 0.52 -0.26 -1.18  0.055
H 0.55 -1.67 0.00  0.050
O -0.69 1.59 -0.67  -0.034
C -0.82 0.85 0.28  -0.745
S -2.07 -0.34 0.62  0.796
H -0.52 1.19 1.22  0.054
H -2.80 -0.43 -0.53  -0.100

Summary:
SMILES string: C=C=O.O=CS


Version 3
This record from the OMol25 dataset describes a cluster of 3 separate species, C3H4O2S in total. The level of theory is ωB97M-V/def2-TZVPD.

Last column: Löwdin charge in e.
Atoms and positions in Å:
C 1.56 -0.20 -0.82  -0.156
C 1.18 0.54 0.03  -0.080
C -0.15 1.45 1.86  0.196
O -2.17 -1.98 -0.67  -0.440
O -0.22 -1.52 -2.26  -0.468
S -1.58 -1.92 -1.99  0.895
H 1.84 -0.67 -1.83  0.045
H 0.45 2.30 1.75  -0.023
H 0.04 0.88 2.75  0.017
H -0.95 1.12 1.18  0.015


Relative to the most stable structure, the computed energies are version 1 32.4; version 2 0.0; version 3 102.6, all in kcal/mol.


Version 1
This record from the OMol25 dataset describes a cluster of 2 separate species, C3H3BrO2 in total. The level of theory is ωB97M-V/def2-TZVPD.

Last column: Löwdin charge in e.
Atoms and positions in Å:
C -1.31 -0.09 -0.85  -0.043
C 1.61 0.67 0.37  -0.584
C -0.78 -0.61 0.24  -0.571
O 1.36 1.54 -0.37  0.077
O 1.00 -0.26 0.93  -0.009
Br -1.44 -1.94 1.39  0.767
H -2.27 -0.65 -1.11  0.096
H -0.87 0.77 -1.42  0.100
H 2.70 0.57 0.82  0.166


Version 2
This record from the OMol25 dataset describes a cluster of 2 separate species, C3H3BrO2 in total. The level of theory is ωB97M-V/def2-TZVPD.

Last column: Löwdin charge in e.
Atoms and positions in Å:
C 1.29 0.60 0.12  -0.278
C -1.16 -0.05 -1.00  -0.004
C 0.17 -0.03 -0.46  -0.205
O 1.51 1.80 0.06  0.034
O -0.41 -1.20 -0.53  0.067
Br -0.03 -1.24 3.61  0.036
H 1.95 -0.10 0.65  0.119
H -2.00 0.24 -0.38  0.117
H -1.32 -0.02 -2.07  0.114


Version 3
This record from the OMol25 dataset describes a cluster of 2 separate species, C3H3BrO2 in total. The level of theory is ωB97M-V/def2-TZVPD.

Last column: Löwdin charge in e.
Atoms and positions in Å:
C -1.33 -1.18 1.40  0.025
C 0.50 0.85 -1.16  -0.258
C -0.07 -0.41 -0.82  -0.685
O -0.81 -1.13 2.41  0.149
O 1.24 -0.14 -0.59  -0.072
Br -0.45 -1.63 -2.30  0.604
H -2.16 -1.53 0.94  0.048
H 0.67 1.03 -2.21  0.096
H 0.46 1.73 -0.59  0.092


Relative to the most stable structure, the computed energies are version 1 0.0; version 2 29.2; version 3 52.1, all in kcal/mol.


Version 1
This record from the OMol25 dataset describes a cluster of 2 separate species, C6H16N in total. The level of theory is ωB97M-V/def2-TZVPD.

Last column: Löwdin charge in e.
Atoms and positions in Å:
C 2.15 -0.72 1.48  -0.080
C 0.75 -0.26 1.16  -0.207
C 0.50 -0.07 -0.37  -0.358
C 1.52 0.93 -0.99  0.007
C -0.81 0.43 -0.69  0.016
C -1.52 0.04 -1.89  -0.008
N -2.58 -0.41 1.46  0.092
H 2.21 -1.31 2.38  0.088
H 2.56 -1.32 0.67  0.080
H 2.86 0.09 1.61  0.087
H 0.43 0.64 1.72  0.130
H 0.71 -1.04 -0.81  0.154
H 2.45 0.39 -1.13  0.103
H 1.17 1.29 -1.96  0.090
H 1.73 1.81 -0.38  0.109
H -1.87 -0.14 0.78  -0.041
H -0.95 1.48 -0.45  0.165
H -1.51 -1.04 -2.06  0.118
H -2.53 0.43 -1.93  0.108
H -0.93 0.44 -2.74  0.143
H -0.01 -0.96 1.52  0.104
H -3.17 -1.12 1.03  0.049
H -3.16 0.42 1.60  0.050

Summary:
Net charge: +1


Version 2
This record from the OMol25 dataset describes the ion C6H16N with charge +1. The level of theory is ωB97M-V/def2-TZVPD.

Last column: Löwdin charge in e.
Atoms and positions in Å:
C -0.70 2.11 -1.53  -0.099
C 0.57 1.45 -1.02  -0.278
C 0.73 0.00 -1.43  -0.195
C -0.25 -0.94 -0.70  -0.177
C 0.43 -1.71 0.46  -0.162
C 0.52 -1.01 1.82  -0.128
N -0.83 -0.44 2.21  0.202
H -0.75 3.15 -1.22  0.075
H -0.71 2.08 -2.62  0.085
H -1.61 1.62 -1.19  0.065
H 0.68 1.63 0.04  0.087
H 1.44 2.01 -1.39  0.114
H 0.53 0.03 -2.51  0.119
H 1.74 -0.37 -1.28  0.112
H -1.09 -0.31 -0.39  0.080
H -0.62 -1.72 -1.34  0.113
H -0.11 -2.63 0.61  0.111
H 1.44 -1.96 0.18  0.123
H 1.29 -0.25 1.92  0.133
H 0.71 -1.79 2.55  0.129
H -1.44 -1.19 2.53  0.177
H -0.74 0.26 2.95  0.175
H -1.23 0.00 1.38  0.138

Summary:
SMILES string: CCCCCC[NH3+]
Net charge: +1


Version 3
This record from the OMol25 dataset describes a cluster of 2 separate species, C6H16N in total. The level of theory is ωB97M-V/def2-TZVPD.

Last column: Löwdin charge in e.
Atoms and positions in Å:
C 1.70 -1.05 1.39  -0.014
C 0.25 -0.77 1.01  -0.235
C -0.30 0.43 0.52  0.115
C -0.15 -0.99 -0.61  -0.103
C -1.66 -1.41 -0.79  -0.221
C -2.47 -0.52 -1.76  -0.091
N 2.07 3.32 0.59  0.008
H 2.41 -0.84 0.59  0.095
H 1.77 -2.10 1.65  0.094
H 2.02 -0.45 2.25  0.100
H -0.45 -1.39 1.58  0.150
H 0.27 1.18 0.00  0.108
H -1.19 0.79 1.03  0.151
H 0.21 -0.44 -1.48  0.155
H 0.42 -1.91 -0.75  0.170
H -2.16 -1.47 0.18  0.113
H -1.63 -2.39 -1.26  0.115
H -2.71 0.52 -1.54  0.078
H -1.89 -0.46 -2.68  0.083
H -3.44 -1.01 -1.88  0.084
H 2.31 3.49 1.56  0.013
H 1.70 4.22 0.29  0.018
H 2.96 3.23 0.11  0.014

Summary:
Net charge: +1


Version 4
This record from the OMol25 dataset describes the ion C6H16N with charge +1. The level of theory is ωB97M-V/def2-TZVPD.

Last column: Löwdin charge in e.
Atoms and positions in Å:
C -1.58 -1.31 0.68  -0.066
C -1.51 0.01 -0.06  -0.403
C -1.68 1.24 0.84  -0.065
C -0.23 0.11 -0.95  -0.143
C 1.10 -0.37 -0.35  -0.349
C 2.22 -0.30 -1.36  -0.027
N 1.42 0.48 0.85  0.238
H -0.80 -1.51 1.41  0.071
H -2.54 -1.42 1.17  0.094
H -1.38 -2.11 -0.02  0.087
H -2.26 0.01 -0.85  0.136
H -1.47 2.14 0.26  0.083
H -1.00 1.20 1.69  0.066
H -2.69 1.33 1.21  0.090
H -0.04 1.12 -1.32  0.128
H -0.44 -0.46 -1.85  0.132
H 0.96 -1.41 -0.05  0.145
H 3.00 -1.02 -1.15  0.091
H 2.72 0.68 -1.34  0.095
H 1.84 -0.43 -2.36  0.095
H 2.44 0.51 1.00  0.174
H 0.97 0.13 1.70  0.161
H 1.09 1.43 0.69  0.166

Summary:
SMILES string: CC(C)C[C@@H](C)[NH3+]
Net charge: +1


Relative to the most stable structure, the computed energies are version 1 64.0; version 2 5.8; version 3 67.3; version 4 0.0, all in kcal/mol.


Version 1
This record from the OMol25 dataset describes the molecule C5H11BO2. The level of theory is ωB97M-V/def2-TZVPD.

Last column: Löwdin charge in e.
Atoms and positions in Å:
B 1.70 0.16 0.01  -0.745
C -0.19 -1.30 0.10  -0.176
C -0.94 -0.05 -0.07  -0.202
C 3.30 0.22 -0.13  0.031
C -1.55 0.18 -1.38  -0.009
C -1.53 0.53 1.26  -0.003
O 1.21 -1.18 0.02  0.041
O 0.83 1.12 0.08  0.121
H -0.44 -1.76 1.11  0.156
H -0.41 -1.96 -0.75  0.129
H 3.60 -0.04 -1.13  0.056
H 3.52 -0.60 0.49  0.047
H 3.78 1.11 -0.06  0.013
H -2.61 0.39 -1.32  0.103
H -1.32 -0.64 -2.10  0.118
H -1.09 1.06 -1.64  0.076
H -0.76 1.01 1.96  0.129
H -2.12 -0.19 1.79  0.080
H -2.11 1.27 0.90  0.035


Version 2
This record from the OMol25 dataset describes a cluster of 2 separate species, C5H11BO2 in total. The level of theory is ωB97M-V/def2-TZVPD.

Last column: Löwdin charge in e.
Atoms and positions in Å:
B 0.26 0.02 -0.06  -0.471
C -2.43 -0.22 -1.35  -0.064
C -1.93 -0.17 -0.14  -0.214
C -2.56 0.26 1.15  -0.115
C 2.17 1.65 -0.07  -0.041
C 2.05 -1.72 -0.01  -0.016
O 0.79 1.25 -0.07  0.016
O 0.69 -1.22 -0.12  0.074
H -3.55 -0.03 -1.50  0.068
H -1.94 -0.42 -2.30  0.044
H -2.13 1.04 1.68  0.045
H -3.57 0.38 1.09  0.032
H -2.38 -0.67 1.76  0.097
H 2.69 1.10 -0.81  0.066
H 2.41 1.52 1.05  0.131
H 2.09 2.71 -0.51  0.123
H 2.21 -2.49 0.88  0.149
H 2.65 -0.92 0.17  0.020
H 2.46 -2.08 -0.86  0.055


Relative to the most stable structure, the computed energies are version 1 0.0; version 2 44.5, all in kcal/mol.


Version 1
This record from the OMol25 dataset describes a cluster of 2 separate species, C4H4Cl4 in total. The level of theory is ωB97M-V/def2-TZVPD.

Last column: Löwdin charge in e.
Atoms and positions in Å:
C -0.40 0.59 0.60  -0.868
C 0.14 0.16 -0.54  -0.666
C -0.70 2.02 0.87  -0.148
C 0.83 -2.33 -0.72  -1.088
Cl -0.86 -0.46 1.89  0.659
Cl 0.67 0.84 -1.91  0.716
Cl 1.60 -2.22 -2.17  0.626
Cl -0.62 -3.32 -0.74  0.535
H -1.52 2.14 1.50  0.029
H -0.78 2.44 -0.24  0.100
H 0.28 2.53 1.33  0.135
H 1.35 -2.39 0.13  -0.030


Version 2
This record from the OMol25 dataset describes a structure of composition C4H4Cl4. The level of theory is ωB97M-V/def2-TZVPD.

Last column: Löwdin charge in e.
Atoms and positions in Å:
C -0.89 -0.27 0.96  -0.775
C -1.07 -0.24 -0.36  -0.477
C -0.67 -1.45 1.79  -0.112
C -2.73 -1.75 -3.13  -1.230
Cl -0.78 1.23 1.84  0.680
Cl -0.95 -1.56 -1.53  0.688
Cl -2.83 -0.24 -3.93  0.498
Cl -4.04 -2.08 -2.14  0.525
H -1.46 -1.42 2.42  0.047
H 0.20 -1.45 2.38  0.073
H -0.62 -2.28 1.07  0.076
H -1.18 0.64 -0.78  0.007


Relative to the most stable structure, the computed energies are version 1 6.7; version 2 0.0, all in kcal/mol.


Version 1
This record from the OMol25 dataset describes a cluster of 4 separate species, C3H15NO4 in total. The level of theory is ωB97M-V/def2-TZVPD.

Last column: Löwdin charge in e.
Atoms and positions in Å:
C 0.21 1.89 1.92  -0.053
C -0.45 0.74 1.11  -0.414
N 0.50 -0.40 0.99  0.038
C -0.89 1.16 -0.27  -0.221
O -1.30 0.02 -1.04  -0.069
H -0.48 2.42 2.58  0.076
H 1.08 1.54 2.47  0.071
H 0.60 2.62 1.21  0.073
H -1.27 0.46 1.79  0.132
H 1.03 -0.37 1.85  0.078
H 1.19 -0.08 0.32  0.072
H -1.46 2.08 -0.40  0.130
H 0.01 1.46 -0.84  0.119
H -2.25 0.12 -1.18  0.094
O -1.65 -2.68 0.47  -0.072
H -1.77 -2.66 1.42  0.026
H -1.03 -1.95 0.35  -0.025
O 1.29 -0.66 -3.28  -0.054
H 1.40 0.26 -3.55  0.049
H 0.42 -0.62 -2.86  0.028
O 1.88 -2.05 -1.16  -0.064
H 1.17 -2.17 -0.52  0.012
H 1.77 -1.13 -1.39  -0.026

Summary:
SMILES string: C[C@H](N)CO.O.O.O


Version 2
This record from the OMol25 dataset describes a cluster of 5 separate species, C3H15NO4 in total. The level of theory is ωB97M-V/def2-TZVPD.

Last column: Löwdin charge in e.
Atoms and positions in Å:
C -2.69 3.08 -1.06  0.003
C -2.57 1.72 -1.01  -0.147
C -1.54 0.93 -1.78  -0.283
N -0.19 1.57 -1.87  -0.039
H -3.27 3.46 -0.32  0.007
H -2.26 3.78 -1.74  0.049
H -3.23 1.30 -0.20  0.105
H -1.48 -0.18 -1.61  0.081
H -1.77 0.87 -2.79  0.075
H 0.37 1.20 -1.05  0.080
H -0.09 2.62 -1.99  0.087
O -0.22 -4.79 0.85  -0.132
H 0.77 -4.68 1.03  0.051
H -0.21 -4.21 0.01  0.047
O 4.59 -2.46 2.43  0.021
H 4.52 -3.35 2.63  -0.008
H 5.28 -2.11 2.88  -0.013
O 2.19 2.60 3.43  -0.148
H 2.70 3.29 2.90  0.057
H 2.89 1.92 3.78  0.091
O -1.25 -2.54 -1.38  -0.058
H -0.63 -2.17 -1.98  0.022
H -1.92 -1.84 -1.15  0.051

Summary:
SMILES string: C=CCN.O.O.O.O


Relative to the most stable structure, the computed energies are version 1 0.0; version 2 45.6, all in kcal/mol.